[1]
# C43H44BrN11RbSbSe

A molecular structure, C43H44BrN11RbSbSe (wB97M-V/def2-TZVPD, OMol25).

HOMO: -2.3 eV
HOMO-LUMO gap: 6.10 eV
LUMO energy: 3.84 eV

ORCA input file:
```
! wB97M-V def2-TZVPD RIJCOSX def2/J DEFGRID3
* xyz -2 1
Rb 1.44340 0.40578 -0.95853
C 2.82633 2.59917 2.75126
C 2.60588 1.12902 2.50353
C 1.49197 0.46986 3.01530
C 1.25038 -0.87133 2.73175
C 0.04616 -1.57188 3.29606
C 2.14710 -1.55966 1.91556
C 3.26982 -0.92176 1.39849
C 4.23673 -1.65758 0.50289
C 3.49382 0.41859 1.70562
H 2.11637 2.98189 3.48580
H 2.70567 3.14903 1.81505
H 3.83876 2.78851 3.11544
H 0.79017 1.01243 3.64064
H -0.38250 -2.25152 2.55804
H -0.70451 -0.84581 3.61146
H 0.32248 -2.17879 4.16281
H 1.93129 -2.59356 1.66043
H 5.15270 -1.90223 1.04691
H 4.52715 -1.04022 -0.35058
H 3.80918 -2.59321 0.14142
H 4.33153 0.93523 1.25203
C -4.09059 -2.93915 -0.20884
C -3.30022 -2.06569 -1.14227
C -3.78366 -1.65700 -2.37546
C -3.00102 -0.87682 -3.21096
C -1.73747 -0.54516 -2.75897
Br -0.57620 0.45962 -3.88705
N -1.25418 -0.89268 -1.58769
C -2.02351 -1.63590 -0.79374
H -4.79538 -3.56143 -0.76158
H -4.66050 -2.34026 0.50830
H -3.41489 -3.59556 0.34077
H -4.77799 -1.95480 -2.69047
H -3.34435 -0.54128 -4.17816
H -1.57586 -1.93563 0.14523
N 1.03054 3.97404 -2.08632
C 2.13439 3.11752 -1.91108
N 2.60123 2.33944 -2.88727
N 3.63402 1.69071 -2.33521
N 3.75858 2.05633 -1.08460
N 2.82463 2.97021 -0.78259
C -0.22982 3.52911 -1.64512
N -1.35786 4.00592 -2.15604
N -2.31736 3.31816 -1.52262
N -1.78222 2.48213 -0.68769
N -0.43924 2.59255 -0.72668
H 0.95562 4.25466 -3.05480
C -3.26857 -2.47067 3.04386
C -4.60796 -1.78682 3.11207
C -5.71434 -2.50911 3.55806
C -6.95242 -1.90826 3.72780
C -7.10019 -0.55724 3.45440
C -6.01008 0.17045 2.99208
C -4.76019 -0.42396 2.80398
Sb -3.12254 0.72480 1.94670
C -4.36256 2.37040 1.34143
C -4.54226 3.47368 2.17147
C -5.33117 4.54697 1.77645
C -5.95397 4.51237 0.53873
C -5.78624 3.41135 -0.28736
C -4.99638 2.33100 0.09464
C -4.81986 1.16059 -0.82914
C -2.47705 1.60534 3.79716
C -2.91169 1.12521 5.02968
C -2.38700 1.62384 6.21726
C -1.42008 2.61544 6.17103
C -0.98496 3.10183 4.94541
C -1.49334 2.60879 3.74529
C -0.98572 3.13200 2.42941
H -3.36958 -3.55550 3.05774
H -2.65978 -2.18094 3.90639
H -2.70457 -2.19446 2.15400
H -5.59550 -3.56465 3.77726
H -7.79642 -2.49469 4.07123
H -8.05823 -0.07013 3.59037
H -6.13786 1.22182 2.76100
H -4.05140 3.50335 3.13752
H -5.44689 5.40439 2.42839
H -6.56023 5.34736 0.20854
H -6.25335 3.39719 -1.26498
H -5.36272 1.31024 -1.76213
H -5.17935 0.23357 -0.37035
H -3.75960 1.04834 -1.06589
H -3.67294 0.35356 5.06481
H -2.73099 1.23722 7.16899
H -0.99972 3.01100 7.08804
H -0.22980 3.87969 4.91304
H -0.35375 4.01030 2.55988
H -1.79680 3.39967 1.74893
H -0.39146 2.38400 1.89739
Se -0.26927 -4.57710 0.69244
C 0.87781 -5.29252 -0.61850
C 1.80431 -4.53129 -1.35035
C 2.62238 -5.14654 -2.28401
N 2.60995 -6.45092 -2.56997
C 1.72647 -7.17417 -1.87899
C 0.86579 -6.66205 -0.92410
H 1.90726 -3.46404 -1.20132
H 3.33628 -4.54797 -2.84265
H 1.70558 -8.23747 -2.10430
H 0.18030 -7.31979 -0.40645
*
```



[2]
# C3H10N2O

2 unconnected molecules or ions with the total composition C3H10N2O (wB97M-V/def2-TZVPD, OMol25).

HOMO: -9.7 eV
SMILES: NC(N)O.C=C
HOMO-LUMO gap: 10.59 eV
LUMO energy: 0.91 eV

ORCA input file:
```
! wB97M-V def2-TZVPD RIJCOSX def2/J DEFGRID3
* xyz 0 1
C 1.30643 -0.37865 -0.17418
N 1.97560 -1.53026 0.24368
N 2.07272 0.19090 -1.18844
H 2.45387 -1.89878 -0.57395
H 1.54301 0.29219 -2.04609
H 2.38134 1.11446 -0.89032
H 1.27937 -2.21712 0.51394
H 1.12905 0.30736 0.65539
H -0.80202 1.30964 1.17884
C -1.65875 0.63782 1.16685
C -2.76867 0.96935 0.45986
O -0.09221 -0.76957 -0.65787
H -0.66231 -0.03085 -0.91830
H -1.76238 0.02932 2.06155
H -2.69510 1.53572 -0.46313
H -3.69995 0.43848 0.63218
*
```



[3]
# C17H20N2O4S

A single C17H20N2O4S molecule (wB97M-V/def2-TZVPD, OMol25).

HOMO: -8.3 eV
SMILES: CCCOC[C@H]1C[C@@]2(S/C(=N\c3ccc(C)cc3)NC2=O)C(=O)O1
HOMO-LUMO gap: 8.90 eV
LUMO energy: 0.61 eV

ORCA input file:
```
! wB97M-V def2-TZVPD RIJCOSX def2/J DEFGRID3
* xyz 0 1
C -3.66023 -3.89967 0.15629
C -2.48885 -2.94893 -0.05399
C -2.95822 -1.54111 -0.40599
O -3.61481 -0.99076 0.72656
C -4.45199 0.09805 0.47562
C -3.71258 1.42535 0.20496
H -4.42141 2.25223 0.32479
C -2.46742 1.60578 1.09073
C -1.34470 1.92927 0.11757
C -0.86047 3.37169 0.18587
O -1.59189 4.31697 0.33138
N 0.48675 3.42960 0.04469
C 1.23891 2.27628 0.04415
N 2.48741 2.31565 0.00214
C 3.36430 1.24681 -0.04341
C 4.58232 1.38999 0.62115
C 5.51672 0.37717 0.58037
C 5.27724 -0.79105 -0.13713
C 4.07168 -0.91525 -0.81561
C 3.11905 0.08406 -0.77124
H 2.19766 -0.02136 -1.32365
H 3.87279 -1.80907 -1.38953
C 6.31346 -1.87129 -0.19567
H 5.87975 -2.80929 -0.53303
H 6.76755 -2.02301 0.78155
H 7.10536 -1.59191 -0.89135
H 6.45264 0.49315 1.10815
H 4.76967 2.29555 1.17715
S 0.13198 0.87134 0.20925
H 0.96657 4.31917 0.00245
C -1.98327 1.73332 -1.27624
O -1.39881 1.80243 -2.31436
O -3.27138 1.46413 -1.15220
H -2.60905 2.41563 1.80531
H -2.26167 0.67786 1.62792
H -5.05166 0.22071 1.38131
H -5.11731 -0.09954 -0.37672
H -3.65013 -1.56932 -1.25873
H -2.09095 -0.92695 -0.68667
H -1.89291 -2.89139 0.85772
H -1.84919 -3.30986 -0.86069
H -4.30787 -3.52005 0.94204
H -4.24231 -3.99759 -0.75771
H -3.30270 -4.88478 0.44479
*
```



[4]
# C6H10

A single C6H10 molecule (wB97M-V/def2-TZVPD, OMol25).

HOMO: -9.7 eV
HOMO-LUMO gap: 9.69 eV
LUMO energy: 0.03 eV

ORCA input file:
```
! wB97M-V def2-TZVPD RIJCOSX def2/J DEFGRID3
* xyz 0 1
C -0.57226 -0.22166 -2.11171
C 0.02906 0.49626 -0.91300
C 0.71374 1.55467 -1.25218
C -0.19324 -0.04602 0.48879
C -0.22672 1.07253 1.53148
C 0.87289 -1.09284 0.83331
H -1.66531 -0.18911 -2.04281
H -0.27745 0.23863 -3.06032
H -0.25057 -1.26902 -2.12584
H -1.17462 -0.54219 0.48180
H 0.73310 1.60171 1.56246
H -0.41856 0.66197 2.52899
H -1.00727 1.80399 1.30119
H 1.86227 -0.62512 0.89203
H 0.65366 -1.55447 1.80299
H 0.92128 -1.88933 0.08282
*
```



[5]
# C25H51BN3O5

3 unconnected molecules or ions with the total composition C25H51BN3O5 (wB97M-V/def2-TZVPD, OMol25).

HOMO (alpha / beta): -2.4 / -2.4 eV
HOMO-LUMO gap (alpha / beta): 4.58 / 4.58 eV
LUMO energy (alpha / beta): 2.15 / 2.15 eV

ORCA input file:
```
! wB97M-V def2-TZVPD RIJCOSX def2/J DEFGRID3
* xyz -1 3
C -6.63204 3.89244 -0.02500
C -5.51826 4.30007 -1.00248
B -5.02427 3.09973 -1.95991
O -4.96330 3.45542 -3.36218
N -4.70017 1.83893 -1.46350
C -3.43103 1.66329 -0.82460
C -3.61640 0.52458 0.16979
O -2.40649 0.07963 0.87985
C -1.54524 1.00679 1.32922
O -0.56832 1.31254 0.68950
C -1.72429 1.58059 2.71963
C -3.12216 1.57704 3.35896
H -6.27173 3.08484 0.62052
H -7.51506 3.52405 -0.55761
H -6.94462 4.73123 0.61465
H -5.80441 5.19854 -1.56550
H -4.63087 4.58673 -0.41042
H -4.04744 3.37611 -3.64926
H -2.61139 1.37909 -1.51808
H -3.07267 2.56509 -0.27227
H -4.40724 0.79333 0.87252
H -3.95690 -0.35596 -0.38008
H -1.32103 2.59608 2.69090
H -1.03086 1.00673 3.35027
H -3.14315 0.96400 4.26393
H -3.88478 1.19731 2.68474
H -3.40978 2.59089 3.65258
C 3.20761 0.51597 -2.55147
C 1.70365 0.87269 -2.65091
C 0.81308 -0.33784 -2.33815
C 0.78530 -1.39023 -3.44151
C 0.39476 -0.75234 -4.77266
C 1.30162 0.42061 -5.15627
N 1.36409 1.39742 -4.01463
O 0.35782 2.19383 -4.00467
C 2.68690 -0.10824 -5.55191
C 0.73878 1.15078 -6.36939
C 1.41401 1.94190 -1.60891
H 3.36060 -0.51723 -2.23327
H 3.74037 0.66120 -3.48525
H 3.69501 1.16314 -1.82235
H -0.20833 0.01115 -2.16298
H 1.15242 -0.77415 -1.39645
H 1.75404 -1.89471 -3.52421
H 0.05889 -2.16251 -3.18144
H 0.43098 -1.49038 -5.57917
H -0.63816 -0.39834 -4.70956
H 3.38936 0.71424 -5.69619
H 2.59657 -0.64421 -6.49774
H 3.10996 -0.80204 -4.82979
H -0.28899 1.46383 -6.20987
H 0.76799 0.47784 -7.22841
H 1.33337 2.03583 -6.60004
H 1.94838 2.86842 -1.83078
H 1.74365 1.57153 -0.63768
H 0.35455 2.15980 -1.52884
C 1.98448 -1.66637 1.48160
C 2.34507 -1.28911 2.94161
C 3.77152 -1.71691 3.30167
C 3.93367 -3.22084 3.49983
C 2.92693 -3.73738 4.52587
C 1.48024 -3.38149 4.17100
N 1.38762 -1.90395 3.91658
O 1.28552 -1.22870 5.00405
C 1.02134 -4.21458 2.96710
C 0.54954 -3.72106 5.32837
C 2.22894 0.22417 3.03248
H 2.82456 -2.11850 0.95038
H 1.14052 -2.34336 1.41417
H 1.68120 -0.77502 0.93275
H 4.06272 -1.20809 4.22637
H 4.44208 -1.35672 2.51822
H 3.81852 -3.74667 2.54778
H 4.94744 -3.43297 3.84608
H 2.99833 -4.82411 4.62120
H 3.16675 -3.31485 5.50657
H 0.04749 -3.87714 2.61097
H 0.92398 -5.25428 3.28218
H 1.71831 -4.19631 2.13347
H 0.87058 -3.25529 6.25612
H 0.54427 -4.80351 5.46690
H -0.46822 -3.39319 5.11554
H 1.20063 0.53583 2.85063
H 2.85495 0.68160 2.26443
H 2.54660 0.62173 3.99441
*
```



[6]
# C16H32CaO7S

A molecular structure, C16H32CaO7S (wB97M-V/def2-TZVPD, OMol25).

HOMO: -14.9 eV
HOMO-LUMO gap: 10.50 eV
LUMO energy: -4.44 eV

ORCA input file:
```
! wB97M-V def2-TZVPD RIJCOSX def2/J DEFGRID3
* xyz 2 1
Ca -0.33550 0.09366 -0.05574
C -1.35566 -2.66550 1.18047
C 0.11553 -2.60542 1.58082
O 0.91244 -1.81407 0.66953
C 1.55386 -2.49100 -0.44190
C 0.69953 -2.43410 -1.69651
O 0.34799 -1.04260 -1.87140
C -0.55542 -0.66711 -2.94272
C -0.39984 0.84027 -3.11870
O -0.55920 1.47118 -1.82391
C 0.26446 2.64297 -1.52207
C 1.60984 2.24529 -0.91766
O 1.42708 1.34606 0.22188
C 1.64758 1.74610 1.60835
C 0.33655 1.72243 2.40783
O -0.35939 0.48612 2.08404
C -1.59469 0.13430 2.74962
C -2.54609 -0.54892 1.73962
O -1.84913 -1.37331 0.75310
H -1.95782 -3.03032 2.01401
H -1.50709 -3.34054 0.34135
H 0.50816 -3.62163 1.64037
H 0.23304 -2.13951 2.55598
H 1.78271 -3.52399 -0.18022
H 2.48787 -1.96066 -0.61397
H -0.20648 -3.03634 -1.60218
H 1.26324 -2.78057 -2.56327
H -1.57905 -0.94601 -2.67696
H -0.28216 -1.17574 -3.86705
H -1.15210 1.22283 -3.80687
H 0.59323 1.05825 -3.51317
H -0.31715 3.22223 -0.80942
H 0.41023 3.23279 -2.42695
H 2.16198 3.13148 -0.60571
H 2.21677 1.70060 -1.63836
H 2.08740 2.74154 1.64346
H 2.35344 1.03310 2.02581
H -0.30716 2.55591 2.13253
H 0.55937 1.75216 3.47413
H -2.08111 1.03022 3.13716
H -1.35775 -0.52274 3.58582
H -3.07070 0.20058 1.15746
H -3.28334 -1.15477 2.26410
O -2.01017 2.30885 0.47529
S -3.38471 2.82645 0.90321
C -3.93609 3.96596 -0.37398
C -3.43060 5.35289 0.00788
C -3.66810 5.44758 1.51280
C -3.11065 4.15030 2.10588
H -5.02796 3.92133 -0.37425
H -3.57355 3.55189 -1.31478
H -3.95643 6.12669 -0.54906
H -2.36643 5.45001 -0.21926
H -4.73571 5.52934 1.72434
H -3.18119 6.31069 1.96275
H -3.54466 3.86023 3.06075
H -2.02245 4.17999 2.19987
*
```



F_max
In order: 1.0; 2.9; 1.0; 0.7; 1.1; 1.1
Unit: eV Å⁻¹
E_tot
In order: -7507.1828; -304.9907; -1468.4979; -234.4813; -1548.4228; -2230.8609
Unit: hartree